(1)
The following is a DFT calculation (ωB97M-V/def2-TZVPD) of a single C10H16N2 molecule in a non-equilibrium geometry.

Atoms and positions in Å:
C  -0.945  -2.527  0.214
C  -3.126  1.544  0.165
C  -2.064  0.985  -0.511
C  -1.021  -1.238  -1.767
C  -2.040  -0.315  -1.062
C  -0.389  -1.409  -0.370
C  2.585  -0.747  -1.183
C  -0.035  0.242  2.360
C  1.539  0.272  -0.685
C  0.913  -0.590  1.486
N  -1.283  -3.511  0.694
N  0.579  -0.559  0.069
H  -3.132  2.673  0.284
H  -3.801  0.861  0.510
H  -1.199  1.542  -0.952
H  -1.446  -2.121  -2.144
H  -0.452  -0.797  -2.538
H  -2.986  -0.688  -0.691
H  3.265  -1.034  -0.471
H  2.213  -1.517  -1.786
H  3.193  -0.117  -1.835
H  0.084  0.214  3.475
H  -0.141  1.307  2.037
H  -1.006  -0.067  2.077
H  1.796  0.908  0.090
H  0.925  0.703  -1.524
H  1.854  -0.182  1.691
H  1.018  -1.663  1.979

Output
Total charge = 0
Electronic energy = -13604.216 eV
Gap between HOMO and LUMO (spin up / spin down) = 7.13 / 6.89 eV

---

(2)
The following is a DFT calculation (ωB97M-V/def2-TZVPD) of a single CH2N4 molecule in a non-equilibrium geometry.

Atoms and positions in Å:
C  -0.648  -0.527  -0.030
N  0.498  -1.325  0.058
N  1.613  -0.451  -0.040
N  1.163  0.785  -0.007
N  -0.174  0.723  -0.007
H  -1.740  -0.882  -0.142
H  -0.711  1.676  0.168

Output
Total charge = 0
Structure (SMILES) = c1nnn[nH]1
Electronic energy = -7027.559 eV
Gap between HOMO and LUMO = 11.34 eV

---

(3)
The following is a DFT calculation (ωB97M-V/def2-TZVPD) of 17 unconnected molecules or ions with the total composition H34O17 in a non-equilibrium geometry.

Atoms and positions in Å:
O  3.519  2.026  -2.773
H  2.664  1.717  -3.024
H  4.028  1.413  -2.265
O  -0.683  -2.438  -0.254
H  -1.456  -2.852  0.044
H  -0.255  -2.812  -1.016
O  -1.518  2.945  -1.042
H  -1.845  2.479  -0.277
H  -0.655  2.577  -1.200
O  0.709  0.979  -1.312
H  0.601  1.210  -0.326
H  -0.123  1.039  -1.842
O  -1.504  0.795  -2.583
H  -1.964  1.596  -2.257
H  -2.015  0.064  -2.173
O  0.515  -3.253  2.007
H  1.064  -3.917  1.532
H  0.130  -2.706  1.266
O  3.940  1.228  1.245
H  4.185  1.946  1.794
H  4.096  1.516  0.323
O  2.723  -1.555  -0.924
H  3.307  -0.808  -0.853
H  1.956  -1.182  -1.455
O  -3.242  -0.929  -1.402
H  -3.426  -0.148  -0.824
H  -4.043  -1.345  -1.622
O  -4.065  0.665  0.637
H  -3.879  1.608  0.575
H  -3.446  0.194  1.220
O  1.426  -1.190  -4.023
H  2.009  -0.676  -4.552
H  1.326  -0.875  -3.161
O  3.129  3.529  0.704
H  2.428  3.927  1.236
H  3.562  4.027  0.040
O  -1.911  -4.355  2.126
H  -1.185  -3.787  2.092
H  -1.675  -4.931  2.869
O  1.254  2.469  2.081
H  2.155  2.341  1.821
H  1.159  1.923  2.839
O  -5.025  -3.154  0.710
H  -4.649  -2.600  -0.015
H  -4.197  -3.431  1.156
O  -1.371  1.903  1.565
H  -1.632  2.754  1.897
H  -0.361  1.871  1.589
O  1.885  0.113  3.117
H  2.526  0.062  2.368
H  1.247  -0.588  2.954

Output
Total charge = 0
Electronic energy = -35359.103 eV
Gap between HOMO and LUMO = 10.99 eV

---

(4)
The following is a DFT calculation (ωB97M-V/def2-TZVPD) of a single C4H4O molecule.

Atoms and positions in Å:
C  -1.198  0.336  0.043
C  0.075  -0.350  -0.305
O  0.614  -1.278  0.531
C  1.070  0.080  -1.252
C  1.637  -0.310  -0.066
H  -1.372  1.149  -0.662
H  -1.164  0.714  1.069
H  -2.020  -0.385  -0.024
H  2.358  0.043  0.666

Output
Total charge = 0
Electronic energy = -6255.052 eV
Gap between HOMO and LUMO = 10.08 eV

---

(5)
The following is a DFT calculation (ωB97M-V/def2-TZVPD) of a molecular structure, C14H51N12O14 in a non-equilibrium geometry.

Atoms and positions in Å:
O  -10.931  -9.712  -2.296
C  -9.685  -9.811  -1.866
O  -9.276  -10.952  -1.432
O  -8.983  -8.769  -1.816
H  -11.227  -10.594  -2.057
C  -9.330  -7.798  -5.428
O  -8.790  -8.794  -5.738
N  -9.578  -6.852  -6.272
N  -9.609  -7.515  -4.133
H  -9.684  -7.159  -7.228
H  -9.841  -5.913  -6.009
H  -9.981  -6.598  -3.934
H  -9.454  -8.215  -3.421
C  -6.284  -8.862  -4.368
O  -5.165  -8.809  -3.927
N  -7.347  -8.957  -3.697
N  -6.583  -8.936  -5.644
H  -7.266  -8.877  -2.693
H  -8.193  -8.816  -4.229
H  -7.554  -8.878  -5.916
H  -5.838  -8.848  -6.319
C  -9.262  -14.000  -0.444
O  -9.333  -15.149  -0.295
N  -10.246  -13.300  -0.961
N  -8.334  -13.132  -0.302
H  -10.031  -12.560  -1.614
H  -11.137  -13.760  -1.085
H  -7.482  -13.542  0.054
H  -8.418  -12.135  -0.165
C  -9.145  -10.246  1.596
O  -10.153  -10.898  1.907
N  -8.338  -9.627  2.460
N  -8.625  -10.294  0.432
H  -7.850  -8.844  2.050
H  -8.566  -9.716  3.440
H  -9.064  -10.657  -0.402
H  -7.853  -9.693  0.179
C  -10.462  -6.204  -1.519
O  -10.836  -5.104  -1.166
N  -9.290  -6.698  -1.198
N  -10.995  -7.098  -2.263
H  -8.661  -6.178  -0.604
H  -9.064  -7.649  -1.454
H  -10.586  -8.020  -2.223
H  -11.916  -6.915  -2.634
C  -5.977  -12.239  -3.688
C  -7.102  -12.083  -2.573
C  -6.741  -11.172  -1.283
O  -5.482  -11.416  -0.639
C  -5.298  -10.638  0.540
N  -8.192  -11.510  -3.228
H  -5.141  -12.858  -3.361
H  -5.602  -11.290  -4.073
H  -6.406  -12.626  -4.612
H  -7.093  -13.130  -2.270
H  -7.611  -10.959  -0.661
H  -6.576  -10.175  -1.690
H  -5.064  -9.585  0.380
H  -4.340  -10.822  1.028
H  -6.133  -10.854  1.206
H  -8.888  -11.233  -2.549
H  -7.791  -10.590  -3.344
C  -15.701  -7.956  0.960
C  -15.592  -9.429  0.671
C  -14.208  -9.994  0.981
O  -13.141  -9.668  0.124
C  -11.843  -10.239  0.506
N  -16.601  -10.080  1.337
H  -16.670  -7.502  0.752
H  -14.972  -7.494  0.294
H  -15.483  -7.632  1.977
H  -15.768  -9.750  -0.356
H  -14.293  -11.073  1.110
H  -13.911  -9.710  1.991
H  -11.179  -10.292  -0.357
H  -11.947  -11.205  0.999
H  -11.352  -9.613  1.251
H  -16.451  -9.861  2.312
H  -17.552  -9.803  1.141
O  -11.788  -10.529  -4.376
H  -11.321  -9.962  -3.763
H  -12.381  -9.941  -4.843
O  -12.892  -7.898  -1.326
H  -13.288  -8.493  -0.690
H  -11.975  -8.167  -1.369
O  -9.783  -12.889  -3.226
H  -10.290  -12.078  -3.187
H  -8.870  -12.604  -3.189
O  -6.961  -8.667  -1.585
H  -7.880  -8.934  -1.576
H  -6.980  -7.750  -1.861

Output
Total charge = -1
Electronic energy = -61873.650 eV
Gap between HOMO and LUMO = 7.52 eV

---

(6)
The following is a DFT calculation (ωB97M-V/def2-TZVPD) of a single C8H16 molecule in a non-equilibrium geometry.

Atoms and positions in Å:
C  2.720  -0.678  0.808
C  1.242  -0.856  0.560
C  0.613  -0.464  -0.548
C  1.333  -0.345  -1.872
C  -0.862  -0.812  -0.657
C  -1.816  0.374  -0.738
C  -1.578  1.453  0.306
C  -1.626  0.949  1.746
H  2.876  -0.175  1.762
H  3.267  -1.620  0.781
H  3.144  0.013  0.082
H  0.760  -1.427  1.348
H  1.574  -1.354  -2.214
H  2.226  0.270  -1.870
H  0.674  0.033  -2.659
H  -1.114  -1.542  0.109
H  -1.061  -1.465  -1.525
H  -2.820  0.003  -0.503
H  -1.811  0.862  -1.716
H  -2.272  2.291  0.227
H  -0.615  1.953  0.148
H  -1.056  0.035  1.892
H  -2.655  0.853  2.095
H  -1.142  1.648  2.438

Output
Total charge = 0
Structure (SMILES) = C/C=C(\C)CCCC
Electronic energy = -8554.648 eV
Gap between HOMO and LUMO = 9.82 eV

---

(7)
The following is a DFT calculation (ωB97M-V/def2-TZVPD) of 9 unconnected molecules or ions with the total composition C6H27O9 in a non-equilibrium geometry.

Atoms and positions in Å:
C  -2.960  -1.263  -0.177
O  -3.049  -0.398  0.934
C  -2.945  -0.444  -1.466
C  -1.503  -0.104  -1.913
C  -0.929  0.969  -1.075
C  -0.230  2.041  -1.568
C  0.350  3.056  -0.658
H  -3.850  -1.893  -0.159
H  -2.110  -1.942  -0.045
H  -3.471  -1.014  -2.239
H  -3.465  0.511  -1.328
H  -0.856  -1.014  -1.857
H  -1.443  0.151  -2.999
H  -1.045  0.845  0.018
H  -0.093  2.200  -2.622
H  1.031  3.731  -1.142
H  0.876  2.537  0.168
H  -0.443  3.682  -0.205
H  2.955  0.144  1.295
H  3.456  -1.247  1.005
O  3.524  -0.346  0.636
H  -0.146  -1.397  1.092
H  0.742  -1.764  -0.154
O  0.232  -2.137  0.571
H  1.579  -2.410  1.669
H  2.202  -1.481  2.699
O  2.358  -2.316  2.244
H  1.273  0.100  -1.359
H  2.451  -0.563  -0.548
O  1.742  -0.742  -1.237
H  2.442  -1.167  -2.717
H  2.571  -2.431  -3.548
O  2.797  -1.499  -3.583
H  0.705  0.192  2.214
H  1.733  1.236  2.998
O  1.745  0.424  2.476
H  -0.927  -0.441  2.846
H  -2.143  -0.183  1.308
O  -0.660  -0.046  2.042
H  -2.210  2.420  1.937
H  -0.972  1.530  2.148
O  -1.315  2.473  2.302

Output
2S+1 = 2
Total charge = 0
Electronic energy = -25084.645 eV
Gap between HOMO and LUMO (spin up / spin down) = 8.72 / 4.70 eV
<S²> = 0.752

---

(8)
The following is a DFT calculation (ωB97M-V/def2-TZVPD) of 3 unconnected molecules or ions with the total composition C25H65BFN12O4P2 in a non-equilibrium geometry.

Atoms and positions in Å:
C  -3.766  1.368  -0.045
C  -2.957  1.493  1.254
C  -3.157  0.292  2.179
F  -3.886  -0.676  1.584
C  -1.901  -0.302  2.780
N  -1.139  -1.271  2.004
C  -1.057  -1.132  0.537
C  -0.051  -0.216  -0.125
C  0.412  -0.988  -1.387
N  0.376  -0.083  -2.515
C  -0.038  -1.388  2.747
N  0.834  -2.322  2.759
B  0.723  -3.486  1.835
O  -0.432  -4.159  1.775
O  1.731  -3.843  1.036
C  2.971  -3.202  1.302
N  0.170  -0.377  3.717
C  -0.983  0.566  3.651
N  -1.662  0.888  4.859
C  -0.323  1.879  3.143
C  0.860  2.100  4.103
C  0.566  2.366  5.574
N  2.040  2.056  3.815
H  -3.476  0.467  -0.555
H  -3.446  2.180  -0.679
H  -4.824  1.465  0.097
H  -1.937  1.672  0.973
H  -3.332  2.366  1.766
H  -3.751  0.631  3.010
H  -2.314  -0.954  3.553
H  -0.822  -2.121  0.172
H  -2.014  -0.899  0.112
H  -0.484  0.703  -0.486
H  0.822  0.039  0.459
H  1.399  -1.419  -1.242
H  -0.273  -1.785  -1.643
H  0.955  -0.434  -3.250
H  0.688  0.821  -2.237
H  1.580  -2.222  3.408
H  -0.205  -5.067  1.604
H  2.932  -2.128  1.185
H  3.703  -3.542  0.596
H  3.343  -3.440  2.289
H  -0.046  -0.875  4.581
H  -2.160  0.097  5.238
H  -2.376  1.551  4.640
H  -0.963  2.743  3.234
H  0.068  1.863  2.142
H  1.149  3.225  5.859
H  -0.474  2.574  5.725
H  0.884  1.545  6.191
H  2.549  2.199  4.676
O  -4.115  -1.155  -2.848
P  -4.590  -2.560  -3.166
N  -4.431  -2.398  -4.883
C  -5.382  -2.797  -5.905
C  -3.067  -2.233  -5.382
N  -6.213  -2.273  -2.660
C  -7.387  -2.509  -3.478
C  -6.421  -1.123  -1.783
N  -4.951  -4.281  -3.282
C  -5.200  -4.876  -1.937
C  -3.888  -5.118  -3.877
H  -5.673  -3.855  -5.848
H  -4.979  -2.643  -6.904
H  -6.285  -2.189  -5.864
H  -2.477  -3.159  -5.302
H  -2.541  -1.462  -4.815
H  -3.049  -1.916  -6.421
H  -7.572  -1.679  -4.171
H  -8.273  -2.608  -2.845
H  -7.325  -3.439  -4.037
H  -6.387  -0.185  -2.351
H  -5.671  -1.083  -0.999
H  -7.390  -1.174  -1.280
H  -4.316  -4.802  -1.296
H  -5.474  -5.926  -2.032
H  -6.023  -4.387  -1.427
H  -2.923  -4.961  -3.391
H  -3.773  -4.933  -4.943
H  -4.146  -6.171  -3.791
O  3.800  3.098  -0.481
P  5.096  3.546  0.158
N  6.091  3.408  -1.250
C  7.418  2.829  -1.345
C  5.762  4.313  -2.353
N  5.270  2.173  1.192
C  6.465  1.363  1.311
C  4.112  1.308  1.390
N  6.352  4.344  1.096
C  5.887  4.647  2.482
C  6.822  5.641  0.561
H  8.145  3.274  -0.652
H  7.834  2.950  -2.344
H  7.395  1.753  -1.174
H  6.027  5.356  -2.131
H  4.691  4.288  -2.566
H  6.265  4.031  -3.275
H  6.533  0.617  0.508
H  6.458  0.819  2.262
H  7.373  1.959  1.327
H  3.957  0.627  0.541
H  3.212  1.886  1.546
H  4.245  0.699  2.289
H  5.039  5.336  2.479
H  6.694  5.092  3.063
H  5.585  3.749  3.011
H  5.996  6.327  0.366
H  7.397  5.521  -0.355
H  7.499  6.115  1.268

Output
Total charge = +1
Electronic energy = -75014.744 eV
Gap between HOMO and LUMO = 6.88 eV

---

(9)
The following is a DFT calculation (ωB97M-V/def2-TZVPD) of 7 unconnected molecules or ions with the total composition C12H36N3O9 in a non-equilibrium geometry.

Atoms and positions in Å:
N  4.979  2.465  0.671
C  3.810  1.827  0.473
N  3.817  0.519  0.145
C  2.615  -0.196  -0.362
C  1.308  0.553  -0.093
O  0.923  0.224  1.228
C  1.518  2.064  -0.252
C  0.294  2.923  0.071
C  0.201  4.142  -0.818
O  0.441  5.234  -0.445
O  -0.229  3.877  -2.085
N  2.623  2.435  0.673
H  5.792  1.969  1.009
H  5.026  3.471  0.603
H  4.640  0.323  -0.417
H  2.757  -0.429  -1.422
H  2.553  -1.150  0.173
H  0.560  0.225  -0.832
H  0.037  0.571  1.437
H  1.873  2.251  -1.278
H  0.348  3.286  1.105
H  -0.618  2.325  -0.048
H  0.492  3.572  -2.666
H  2.736  3.437  0.813
C  -3.232  0.945  0.134
O  -2.934  0.511  1.447
H  -2.819  1.949  0.027
H  -2.777  0.292  -0.621
H  -4.305  1.003  -0.062
H  -3.333  -0.371  1.550
C  -4.499  -2.773  3.006
O  -4.157  -2.038  1.832
H  -4.301  -2.143  3.869
H  -5.557  -3.040  2.999
H  -3.889  -3.675  3.078
H  -4.336  -2.606  1.072
C  -0.721  -1.524  3.607
O  0.044  -2.724  3.614
H  -1.679  -1.755  4.055
H  -0.243  -0.735  4.196
H  -0.900  -1.166  2.593
H  0.903  -2.532  3.229
C  -5.087  -5.885  1.245
O  -4.710  -4.968  0.219
H  -4.895  -5.373  2.182
H  -6.148  -6.140  1.198
H  -4.495  -6.802  1.229
H  -4.864  -5.380  -0.636
C  4.051  -3.727  -2.436
O  2.975  -2.943  -1.912
H  4.342  -3.268  -3.376
H  4.912  -3.737  -1.764
H  3.741  -4.754  -2.632
H  2.689  -3.367  -1.097
C  1.038  5.706  -4.796
O  1.659  4.440  -5.032
H  0.139  5.497  -4.222
H  1.681  6.364  -4.208
H  0.752  6.217  -5.717
H  2.455  4.584  -5.552

Output
Total charge = +1
Electronic energy = -35917.821 eV
Gap between HOMO and LUMO = 9.22 eV